Record 1
This record from OMol25 describes one molecule with the formula C4H4O2. The level of theory is wB97M-V/def2-TZVPD.

XYZ file:
```
10
Properties=species:S:1:pos:R:3:lowdin_charge:R:1
O 0.8961 2.3092 0.5177 0.072
C 0.5882 1.8469 -0.5485 -0.340
O 0.3687 0.5525 -0.8115 -0.022
C 0.4498 -0.3414 0.3126 -0.180
C -0.6387 -1.3116 0.2236 -0.093
C -1.5476 -2.0968 0.1633 0.125
H 0.4345 2.4280 -1.4692 0.148
H 1.4247 -0.8382 0.2815 0.136
H 0.3843 0.2376 1.2374 0.124
H -2.3599 -2.7863 0.0930 0.031
```

E_tot ... -305.22374 hartree
Structure (SMILES) ... C#CCOC=O
Molecular weight ... 84.07 g mol⁻¹
Energy relative to the best compared isomer or geometry (same formula, charge and spin) ... 1.5162 eV
HOMO level ... -10.4 eV

---

Record 2
This record from OMol25 describes one molecule with the formula C6H10. The level of theory is wB97M-V/def2-TZVPD.

XYZ file:
```
16
Properties=species:S:1:pos:R:3:lowdin_charge:R:1
C 0.0170 0.0992 1.2593 -0.228
C -1.0444 -0.8043 0.6063 -0.215
C -1.2131 -0.6142 -0.8839 -0.184
C -1.0660 0.5345 -1.5398 -0.009
C 1.9906 0.7271 -0.1565 -0.008
C 1.3764 -0.1242 0.6579 -0.200
H -0.2672 1.1539 1.1611 0.104
H 0.0385 -0.1187 2.3354 0.109
H -0.7839 -1.8525 0.8008 0.106
H -1.4661 -1.5103 -1.4557 0.095
H -2.0098 -0.6442 1.1112 0.113
H -0.8079 1.4637 -1.0346 0.052
H -1.1959 0.5922 -2.6166 0.054
H 1.5464 1.6884 -0.4131 0.055
H 2.9419 0.4916 -0.6252 0.052
H 1.8386 -1.0913 0.8693 0.103
```

E_tot ... -234.56156 hartree
Structure (SMILES) ... C=CCCC=C
Molecular weight ... 82.15 g mol⁻¹
Energy relative to the best compared isomer or geometry (same formula, charge and spin) ... 1.1144 eV
HOMO level ... -9.4 eV

---

Record 3
This record from OMol25 describes a 7-piece molecular cluster, H14O7 overall. The level of theory is wB97M-V/def2-TZVPD.

XYZ file:
```
21
Properties=species:S:1:pos:R:3:lowdin_charge:R:1
H 0.1452 -0.2935 -0.6657 -0.049
H -0.2761 1.0176 0.0809 0.015
H -0.2415 -3.2212 -3.4869 -0.021
H -1.5359 -2.7055 -4.1497 0.067
H 3.1725 0.3728 1.6217 0.071
H 2.1083 0.2489 2.6727 0.000
H -0.7337 1.0110 1.6286 -0.068
H -0.6846 0.2036 2.7800 0.088
H 0.5357 3.4280 0.6737 0.023
H 1.2262 4.4304 1.3646 -0.004
H -1.7956 -0.3758 -0.4907 0.058
H -1.8339 0.0516 -2.0102 0.056
H -0.5812 -1.6962 -0.3739 -0.067
H -0.1471 -2.8089 0.4056 0.097
O 0.2614 0.6199 -0.6186 -0.020
O -0.7881 -2.4993 -3.5388 -0.032
O 2.9566 -0.1325 2.4586 -0.073
O -1.2401 0.9423 2.3863 -0.026
O 1.2939 4.0089 0.5507 -0.019
O -1.9734 -0.6993 -1.4263 -0.076
O 0.1314 -1.9028 0.1372 -0.021
```

E_tot ... -534.99618 hartree
Structure (SMILES) ... O.O.O.O.O.O.O
Molecular weight ... 126.10 g mol⁻¹
Energy relative to the best compared isomer or geometry (same formula, charge and spin) ... 3.4737 eV
HOMO level ... -11.4 eV

---

Record 4
This record from OMol25 describes C18H43AlCaF6LiNNaO6PSi as an isolated structure. The level of theory is wB97M-V/def2-TZVPD.

XYZ file:
```
80
Properties=species:S:1:pos:R:3:lowdin_charge:R:1
C -4.1091 4.4647 -1.6027 -0.088
C -4.6174 4.2077 -0.1866 -0.266
O -3.5419 4.2930 0.7545 -0.184
C -2.5762 3.2690 0.6382 -0.240
C -1.9833 3.0529 2.0229 -0.149
C -0.5668 2.4423 2.0209 -0.195
C -0.5306 1.0889 2.8113 -0.341
C -0.2053 -0.1491 1.8701 -0.359
P -1.8307 -0.7503 0.8147 0.562
N -2.6811 -1.1016 2.4070 -0.198
C -1.1715 -2.5606 0.6822 -0.308
C -1.7157 -3.3261 -0.5363 -0.221
C -0.6575 -4.1689 -1.2678 -0.266
O -0.7329 -4.0761 -2.6833 -0.065
C -0.9085 -0.1543 -0.7539 -0.272
C 0.4190 -0.8265 -1.0435 -0.321
O 1.3115 0.1374 -1.6406 -0.213
Si 2.8439 -0.3944 -2.0072 0.406
C 3.0049 -2.2542 -2.0880 -0.147
C 3.2903 0.2988 -3.6649 -0.140
C 4.1378 0.2224 -0.7565 -0.173
H -3.1694 5.0243 -1.5801 0.035
H -4.8502 5.0520 -2.1452 0.097
H -3.9366 3.5822 -2.2127 0.085
H -5.3804 4.9683 0.0725 0.051
H -5.1114 3.2337 -0.1620 0.128
H -1.7943 3.5104 -0.0941 0.126
H -3.0713 2.3570 0.3038 0.111
H -2.6638 2.4021 2.5651 0.116
H -1.9672 4.0040 2.5522 0.123
H 0.1904 3.1559 2.3739 0.100
H -0.2871 2.2167 0.9892 0.092
H 0.2902 1.2011 3.5617 -0.049
H -1.4265 0.9551 3.4056 0.108
H 0.1609 -0.9750 2.5176 0.045
H 0.6140 0.1622 1.1806 0.013
H -3.0319 -1.0769 0.0879 0.024
H -2.3249 0.5956 0.9615 -0.004
H -3.4107 -1.7850 2.2498 0.011
H -2.0699 -1.4259 3.1483 -0.012
H -1.5747 -3.0786 1.5512 0.054
H -0.0888 -2.6767 0.7710 0.051
H -2.4760 -4.0203 -0.1811 0.104
H -2.2394 -2.6553 -1.2218 0.093
H -0.7571 -5.2272 -1.0396 0.114
H 0.3362 -3.8077 -0.9792 0.083
H -1.0695 -3.2113 -2.9399 0.080
H -1.5540 -0.2178 -1.6286 0.092
H -0.7004 0.9080 -0.6121 0.059
H 0.2813 -1.6285 -1.7667 0.104
H 0.9187 -1.1865 -0.1409 0.069
H 4.0042 -2.5694 -2.3729 0.042
H 2.2790 -2.6391 -2.8071 0.048
H 2.7175 -2.7044 -1.1318 0.015
H 3.8034 1.2561 -3.5935 0.035
H 3.9488 -0.4226 -4.1433 0.047
H 2.3617 0.4002 -4.2204 0.041
H 5.0777 0.3198 -1.2998 0.033
H 3.9048 1.1989 -0.3257 0.007
H 4.3234 -0.5182 0.0312 -0.011
Li -3.3162 6.3025 -0.4611 0.764
F 2.1082 -2.0760 -8.5807 -0.190
Al 1.7220 -1.0566 -7.3018 -0.196
F 2.7887 0.2510 -7.2647 -0.195
F 1.8670 -1.8943 -5.8275 -0.202
F 0.1436 -0.4902 -7.4557 -0.194
C 4.2069 -2.0617 3.3074 -0.078
C 4.0389 -1.5213 4.7166 -0.088
O 2.6018 -1.6931 4.9423 0.020
C 2.1903 -2.6766 4.0923 -0.618
O 1.1039 -3.1895 4.1465 0.088
O 3.1237 -3.0070 3.2212 0.118
H 5.1608 -2.5506 3.1369 0.154
H 4.0611 -1.3040 2.5327 0.105
H 4.5749 -2.1043 5.4631 0.142
H 4.3214 -0.4750 4.8153 0.120
Ca 1.8195 0.8497 2.8843 1.389
F -4.7905 8.1613 -0.2916 -0.648
Na 1.2211 -4.0838 5.8870 0.830
F -6.3827 6.2271 0.5222 -0.500
```

E_tot ... -3537.60627 hartree
Molecular weight ... 639.58 g mol⁻¹
Energy relative to the best compared isomer or geometry (same formula, charge and spin) ... 0.0000 eV
HOMO level ... -6.2 eV

---

Record 5
This record from OMol25 describes C12H39AgN3O7V as an isolated structure. The level of theory is wB97M-V/def2-TZVPD.

XYZ file:
```
63
Properties=species:S:1:pos:R:3:mulliken_spin:R:1
V -2.7017 -4.0842 -1.5726 2.971
Ag -0.7378 -2.0602 -3.2772 0.421
O -1.7340 -2.0757 -1.2559 0.320
H -1.3369 -1.4705 -0.5996 -0.019
O -1.6688 -4.0403 -3.4621 0.193
H -1.8122 -3.9922 -4.4273 0.001
C -0.9772 -2.4647 4.4501 0.000
C -0.2669 -1.7861 3.2471 0.000
C 1.2486 -1.8371 3.2826 0.000
O 1.7507 -0.8060 2.3965 0.002
C 3.1511 -0.7232 2.6035 0.000
N -0.7322 -2.3900 1.9677 -0.001
H -0.5931 -3.4543 4.6979 0.000
H -2.0620 -2.3774 4.3908 0.000
H -0.9235 -1.7826 5.2986 0.000
H -0.4424 -0.7130 3.1722 0.001
H 1.7174 -2.7855 3.0203 0.000
H 1.7180 -1.6275 4.2437 0.001
H 3.7943 -1.6006 2.6713 0.000
H 3.2382 -0.2804 3.5957 0.000
H 3.6383 -0.0336 1.9143 0.000
H -0.3857 -1.8317 1.2007 -0.006
H -0.3271 -3.3034 1.8200 0.001
C -0.2761 1.8741 2.0450 0.141
C -0.4844 1.3728 0.7377 -0.024
C -1.1870 2.3307 -0.3204 0.033
O -2.4820 2.7159 0.2097 0.022
C -3.1380 3.8148 -0.3814 0.000
N 0.8945 1.0929 0.3449 0.749
H 0.2316 1.3944 2.8818 0.006
H -1.2273 2.0786 2.5364 0.060
H 0.1809 2.8634 2.0199 0.001
H -1.1667 0.5355 0.8841 0.013
H -1.3425 1.7772 -1.2464 -0.005
H -0.5502 3.2019 -0.4740 0.002
H -3.2891 3.5243 -1.4210 0.002
H -2.4925 4.6929 -0.3620 0.001
H -4.0318 4.0049 0.2128 0.000
H 1.4477 1.9157 0.5373 -0.007
H 1.2175 0.3051 0.8881 -0.017
C 0.3354 1.2232 -4.4167 0.007
C 1.3745 0.5200 -3.5432 -0.001
C 2.3087 1.5066 -2.9398 0.014
O 3.2842 0.7897 -2.2369 -0.001
C 3.9699 1.5317 -1.2585 -0.002
N 0.6821 -0.2930 -2.5903 0.092
H 0.8355 2.1164 -4.7912 0.000
H -0.4828 1.6670 -3.8496 0.000
H 0.0698 0.6113 -5.2788 0.000
H 2.0268 -0.0920 -4.1662 0.002
H 1.6696 2.1789 -2.3673 0.001
H 2.7209 2.0173 -3.8101 0.002
H 4.9827 1.1299 -1.2871 0.000
H 3.5911 1.3295 -0.2567 0.003
H 4.0597 2.6155 -1.3327 0.001
H 1.4808 -0.8131 -2.2561 -0.002
H 0.5060 0.2696 -1.7702 0.014
O -3.0225 -3.7054 0.6203 0.015
H -3.8743 -3.3061 0.7971 0.003
H -2.3923 -3.1258 1.0482 -0.014
O -3.4850 0.1011 -1.2533 0.005
H -3.7080 0.3086 -0.3459 0.002
H -2.7923 -0.5561 -1.1860 -0.003
```

Charge ... +3
Spin multiplicity ... 6
Expectation value of S² ... 8.7650
E_tot ... -2261.25547 hartree
Molecular weight ... 496.27 g mol⁻¹
HOMO level (spin up / spin down) ... -17.9 / -17.8 eV

---

Record 6
This record from OMol25 describes a 4-piece molecular cluster, C37H47F9N3O13S2 overall. The level of theory is wB97M-V/def2-TZVPD.

XYZ file:
```
111
Properties=species:S:1:pos:R:3:lowdin_charge:R:1
C -3.2174 -2.1698 0.7534 -0.002
C -1.7769 -1.7286 0.1222 -0.338
O -1.7659 -0.2582 0.2523 -0.065
N -2.6865 0.2999 -0.5727 -0.003
O -3.2018 1.2433 -0.0608 0.077
N -0.7544 -2.2781 1.0698 0.196
C 0.6862 -2.1740 0.5610 -0.288
O 1.1085 -0.8485 0.9083 0.019
C 2.2567 -0.3964 0.2030 -0.337
O 3.3104 -1.0228 -0.0256 0.105
C 2.2108 1.1299 -0.3040 -0.061
C 3.4671 2.0577 -0.1148 0.015
C 3.3925 3.5504 -0.5657 -0.025
C 2.0579 4.0852 -1.1822 -0.042
C 0.8184 3.1788 -1.4005 -0.051
C 0.9220 1.7044 -0.9418 -0.025
C 1.4990 -3.2120 1.5027 -0.063
C 1.1835 -4.7512 1.5469 -0.024
C 2.0014 -5.7476 2.4493 -0.039
C 3.1583 -5.2393 3.3397 -0.034
C 3.4668 -3.7204 3.3611 -0.025
C 2.6556 -2.7561 2.4686 0.027
C 0.6964 -2.5450 -0.9962 -0.178
C 1.9427 -3.4175 -1.5069 -0.103
C 1.6224 -4.9649 -1.8113 -0.094
C 3.0005 -5.7944 -1.8502 -0.282
F 3.8455 -5.0343 -2.7536 0.045
F 3.7193 -5.7399 -0.6013 0.051
C 2.9093 -7.2488 -2.4876 -0.315
F 2.5304 -7.0878 -3.8571 0.066
F 4.2089 -7.8435 -2.5048 0.076
S 1.7272 -8.4599 -1.7210 1.001
F 3.0299 -9.3381 -1.0804 -0.178
F 1.8696 -9.4265 -3.1049 -0.170
F 0.3710 -7.7461 -2.3758 -0.166
F 1.6094 -7.6568 -0.2685 -0.180
F 0.7269 -9.6392 -1.0906 -0.159
N -0.5611 -3.2845 -1.4344 0.024
C -1.6338 -2.2311 -1.4049 -0.221
C -2.9669 -2.9407 -2.0004 -0.143
C -2.7524 -3.0611 -3.6162 -0.248
C -1.9701 -4.3953 -4.0626 -0.485
S -0.3978 -3.8159 -4.9449 0.658
H -3.2629 -1.7632 1.8331 0.116
H -3.3282 -3.3221 0.7802 0.113
H -4.1004 -1.7290 0.1871 0.094
H -0.7707 -1.6628 1.9182 0.216
H -1.0293 -3.2489 1.2883 0.171
H 4.3991 1.5990 0.3775 0.118
H 4.3073 4.2287 -0.3950 0.110
H 1.9450 5.1832 -1.4967 0.087
H -0.1765 3.5230 -1.8463 0.093
H 0.0175 1.0243 -1.0754 0.065
H 0.3477 -5.2199 0.9318 0.077
H 1.7233 -6.8511 2.4116 0.095
H 3.7809 -5.9481 3.9727 0.102
H 4.3111 -3.3211 4.0091 0.104
H 2.9255 -1.6387 2.5028 0.104
H 0.6811 -1.5872 -1.6482 0.169
H 2.8680 -3.3917 -0.8415 0.120
H 2.2783 -2.9645 -2.5180 0.136
H 1.1997 -5.0253 -2.8869 0.096
H 0.8416 -5.4438 -1.1371 0.088
H -0.7682 -4.0686 -0.8001 0.108
H -1.4183 -1.3573 -2.1309 0.162
H -3.1734 -3.9607 -1.5280 0.122
H -3.9060 -2.2729 -1.8939 0.119
H -2.2234 -2.1409 -4.0341 0.088
H -3.7988 -3.1202 -4.1096 0.120
H -2.5168 -5.0473 -4.8188 0.084
H -1.5793 -4.9859 -3.1505 0.061
H 0.4659 -3.2858 -3.9722 -0.152
C -5.8651 2.1042 0.1933 -0.039
C -5.9565 3.5039 -0.3773 -0.339
C -6.7200 4.4683 0.4815 -0.111
O -7.1732 5.4243 -0.4689 0.065
C -7.3089 4.7516 -1.6512 -0.533
O -7.8609 5.1863 -2.6177 0.170
O -6.7280 3.5194 -1.5775 0.086
H -5.6813 1.3735 -0.5975 0.079
H -5.0626 2.0380 0.9293 0.070
H -6.7977 1.8114 0.6844 0.092
H -4.9544 3.8769 -0.6189 0.159
H -6.0996 4.9400 1.2469 0.143
H -7.5990 4.0236 0.9594 0.142
C -1.1867 9.0027 -1.1154 -0.014
C -0.5445 7.9199 -0.2732 -0.340
C -0.2462 8.3349 1.1365 -0.105
O 0.8261 7.4655 1.4856 0.059
C 1.4850 7.1884 0.3223 -0.537
O 2.5559 6.6547 0.2602 0.130
O 0.7612 7.5984 -0.7562 0.082
H -1.0154 8.8209 -2.1791 0.093
H -2.2627 9.0485 -0.9334 0.093
H -0.7647 9.9861 -0.8902 0.090
H -1.1493 7.0066 -0.3109 0.159
H -1.0961 8.1995 1.8089 0.145
H 0.1136 9.3654 1.2201 0.144
C 2.4778 5.3191 5.3290 -0.013
C 3.3727 4.2231 4.7890 -0.335
C 3.9651 4.5221 3.4447 -0.099
O 4.2044 3.2181 2.9251 0.050
C 3.2628 2.4057 3.4883 -0.529
O 3.0310 1.2845 3.1282 0.133
O 2.6249 3.0374 4.5118 0.090
H 1.7741 4.9200 6.0635 0.090
H 3.0703 6.1071 5.7990 0.093
H 1.8812 5.7750 4.5336 0.084
H 4.1417 3.9685 5.5271 0.162
H 4.8921 5.0963 3.5063 0.148
H 3.2734 5.0341 2.7673 0.135
```

Charge ... +1
E_tot ... -4274.87766 hartree
Molecular weight ... 976.91 g mol⁻¹
HOMO level ... -11.1 eV

---

- Which formula does entry 1 have?
  C4H4O2